1.
Formula: C39H69BBrClN2O19PS
Source: the Open Molecules 2025 dataset
Level of theory: ωB97M-V/def2-TZVPD

Geometry as ORCA input:
```
! wB97M-V def2-TZVPD RIJCOSX def2/J DEFGRID3
* xyz -1 1
C 7.291 -2.439 0.355
O 6.315 -1.717 -0.368
C 5.087 -1.631 0.369
C 3.969 -0.891 -0.467
C 4.134 0.670 -0.364
C 2.768 1.468 -0.366
C 1.700 0.810 -1.352
C 0.400 1.692 -1.487
C -0.226 1.735 -2.934
C -1.548 0.840 -2.966
C -1.510 -0.254 -4.118
C -2.791 -1.207 -4.073
C -2.442 -2.724 -3.783
C -3.124 -3.336 -2.496
C -2.943 -2.500 -1.178
P -1.161 -2.137 -0.588
N -1.099 -0.900 0.386
O -0.098 -1.890 -1.873
O -0.632 -3.551 0.181
O -3.319 -3.496 -0.181
B -3.919 -2.806 0.961
C -3.063 -2.627 2.370
C -3.146 -1.177 3.000
C -2.295 -1.155 4.333
C -2.869 -0.242 5.492
S -3.663 1.306 4.918
O -2.980 1.935 3.763
O -5.123 1.079 4.708
Cl -3.554 2.721 6.478
O -4.349 -1.441 0.574
C -4.077 -1.414 -0.818
Br -5.904 -1.687 -1.594
O -3.769 0.009 -1.023
N -4.877 0.542 -1.609
O -4.791 1.715 -1.731
H 7.465 -2.038 1.395
H 7.002 -3.529 0.425
H 8.272 -2.406 -0.173
H 4.789 -2.678 0.653
H 5.299 -1.092 1.335
H 4.110 -1.241 -1.522
H 2.999 -1.281 -0.074
H 4.749 1.072 -1.204
H 4.635 0.871 0.621
H 2.274 1.437 0.643
H 2.897 2.519 -0.725
H 2.117 0.639 -2.378
H 1.398 -0.146 -0.848
H -0.338 1.408 -0.690
H 0.696 2.753 -1.233
H -0.586 2.791 -3.094
H 0.485 1.493 -3.760
H -2.475 1.460 -3.052
H -1.539 0.264 -2.008
H -1.515 0.327 -5.084
H -0.553 -0.831 -4.117
H -3.219 -1.152 -5.113
H -3.590 -0.795 -3.408
H -2.848 -3.307 -4.658
H -1.333 -2.894 -3.826
H -4.181 -3.582 -2.739
H -2.613 -4.320 -2.303
H -0.773 -1.193 1.311
H 0.235 -2.739 -2.205
H 0.235 -3.756 -0.210
H -4.916 -3.390 1.342
H -3.520 -3.332 3.129
H -1.975 -2.911 2.308
H -4.202 -0.862 3.197
H -2.715 -0.392 2.327
H -1.264 -0.782 4.094
H -2.197 -2.186 4.765
H -1.989 0.070 6.123
H -3.565 -0.764 6.191
O 6.589 2.175 2.198
C 6.836 2.927 1.296
O 6.076 3.040 0.181
C 6.707 3.941 -0.744
C 7.626 4.797 0.098
C 8.036 3.837 1.202
H 7.251 3.351 -1.488
H 5.952 4.531 -1.249
H 8.464 5.209 -0.463
H 7.065 5.632 0.527
H 8.910 3.244 0.924
H 8.208 4.353 2.145
O -0.038 3.591 1.649
C -0.292 4.587 2.257
O 0.595 5.607 2.439
C 0.018 6.596 3.299
C -1.479 6.392 3.197
C -1.588 4.894 2.967
H 0.391 6.434 4.315
H 0.321 7.589 2.967
H -2.022 6.743 4.075
H -1.867 6.926 2.325
H -1.619 4.338 3.906
H -2.444 4.641 2.346
O 0.985 -5.861 0.026
C 1.111 -5.803 1.218
O 1.205 -4.640 1.915
C 1.457 -4.931 3.296
C 0.969 -6.347 3.504
C 1.236 -6.980 2.152
H 2.530 -4.830 3.483
H 0.922 -4.217 3.921
H 1.461 -6.855 4.334
H -0.106 -6.344 3.702
H 2.249 -7.382 2.082
H 0.501 -7.746 1.912
O -10.297 -6.934 -1.294
C -9.714 -5.934 -0.974
O -8.970 -5.193 -1.829
C -8.319 -4.130 -1.105
C -9.146 -3.940 0.147
C -9.654 -5.346 0.414
H -7.294 -4.435 -0.883
H -8.294 -3.232 -1.719
H -8.581 -3.510 0.973
H -9.992 -3.278 -0.063
H -8.951 -5.926 1.015
H -10.639 -5.340 0.877
O 6.011 6.394 -2.311
C 5.512 6.228 -3.389
O 5.642 5.084 -4.105
C 5.020 5.247 -5.389
C 4.025 6.374 -5.208
C 4.705 7.239 -4.161
H 5.795 5.490 -6.122
H 4.538 4.315 -5.681
H 3.796 6.900 -6.135
H 3.088 5.979 -4.805
H 5.384 7.967 -4.610
H 3.983 7.737 -3.516
*
```

M, g mol⁻¹: 1059.2

2.
Formula: C39H71BBr24F5N2O3
Source: the Open Molecules 2025 dataset
Level of theory: ωB97M-V/def2-TZVPD

Geometry as ORCA input:
```
! wB97M-V def2-TZVPD RIJCOSX def2/J DEFGRID3
* xyz 1 1
C -5.458 3.995 -2.168
C -4.475 2.885 -2.722
O -3.078 3.258 -2.636
B -2.601 3.824 -3.800
O -3.432 4.763 -4.456
C -1.154 3.422 -4.380
C -0.974 2.006 -4.746
C -2.068 0.934 -4.583
C -1.562 -0.543 -4.401
C -1.510 -1.039 -2.902
C -0.437 -0.317 -2.042
F 0.107 -1.273 -1.149
F 0.634 0.166 -2.749
C -0.998 0.848 -1.126
F -0.541 2.080 -1.467
F -2.348 0.903 -1.062
F -0.561 0.637 0.155
C 0.318 1.647 -5.322
C 1.294 2.733 -5.420
N 1.070 3.991 -5.064
N -0.104 4.249 -4.566
C -0.291 5.673 -4.157
C -1.104 6.498 -5.252
C -0.116 7.405 -6.060
C 0.474 8.596 -5.226
O 1.090 9.601 -6.010
H -6.207 4.270 -2.955
H -6.038 3.566 -1.323
H -4.899 4.918 -1.879
H -4.596 1.998 -2.050
H -4.801 2.557 -3.737
H -3.965 4.337 -5.150
H -2.798 1.133 -3.765
H -2.672 0.947 -5.535
H -0.592 -0.782 -4.888
H -2.325 -1.196 -4.897
H -2.530 -1.047 -2.465
H -1.195 -2.106 -2.962
H 0.566 0.631 -5.667
H 2.292 2.467 -5.825
H -0.700 5.776 -3.128
H 0.713 6.167 -4.125
H -1.929 7.079 -4.769
H -1.583 5.776 -5.950
H -0.592 7.746 -7.014
H 0.735 6.737 -6.369
H 1.298 8.156 -4.601
H -0.290 8.974 -4.501
H 0.597 9.738 -6.834
Br -0.198 -2.993 2.418
C -1.148 -1.308 2.637
C -1.368 -0.987 4.092
Br -2.815 -2.054 4.842
H -2.073 -1.390 2.072
H -0.509 -0.560 2.174
H -1.687 0.048 4.212
H -0.490 -1.166 4.709
Br -2.384 -0.491 9.007
C -1.648 -2.234 8.547
C -2.619 -3.340 8.862
Br -2.668 -3.715 10.774
H -0.703 -2.330 9.078
H -1.457 -2.188 7.476
H -2.300 -4.273 8.398
H -3.639 -3.119 8.558
Br -3.946 -1.607 15.819
C -5.420 -2.161 14.672
C -5.167 -1.787 13.234
Br -5.470 0.114 12.931
H -6.324 -1.714 15.079
H -5.473 -3.244 14.781
H -5.871 -2.294 12.576
H -4.152 -2.000 12.907
Br 1.613 -2.541 10.604
C 1.546 -3.274 12.411
C 0.222 -2.989 13.067
Br 0.113 -1.139 13.668
H 2.393 -2.860 12.952
H 1.688 -4.348 12.287
H 0.104 -3.587 13.970
H -0.628 -3.157 12.411
Br -1.772 1.536 -8.505
C -1.473 -0.379 -8.294
C -2.675 -1.177 -8.729
Br -4.088 -1.112 -7.389
H -1.206 -0.544 -7.253
H -0.615 -0.604 -8.926
H -2.419 -2.232 -8.821
H -3.110 -0.830 -9.663
Br 3.649 6.270 -5.098
C 5.295 7.318 -5.090
C 5.257 8.402 -4.043
Br 4.153 9.903 -4.612
H 5.430 7.702 -6.099
H 6.085 6.601 -4.870
H 6.250 8.823 -3.893
H 4.861 8.063 -3.089
Br 1.057 -9.215 9.898
C 0.069 -7.656 9.281
C 0.165 -6.519 10.264
Br -0.995 -6.808 11.802
H -0.953 -7.981 9.099
H 0.533 -7.383 8.333
H -0.190 -5.591 9.814
H 1.170 -6.369 10.650
Br 1.705 -4.981 -5.017
C 1.653 -5.737 -3.222
C 0.323 -5.482 -2.565
Br 0.202 -3.635 -1.951
H 2.489 -5.311 -2.673
H 1.820 -6.804 -3.358
H 0.212 -6.090 -1.667
H -0.524 -5.658 -3.223
Br 4.390 -3.254 -2.695
C 3.647 -2.222 -1.216
C 4.736 -1.643 -0.350
Br 5.514 -3.000 0.810
H 2.974 -2.883 -0.675
H 3.069 -1.428 -1.686
H 4.328 -0.891 0.325
H 5.553 -1.208 -0.922
Br 6.602 0.449 -3.499
C 6.955 -1.200 -4.477
C 8.414 -1.325 -4.830
Br 8.880 -0.175 -6.333
H 6.302 -1.199 -5.346
H 6.655 -1.999 -3.802
H 8.641 -2.336 -5.166
H 9.078 -1.060 -4.012
Br 1.887 -12.684 6.825
C 3.480 -11.658 6.375
C 3.423 -10.272 6.961
Br 2.229 -9.119 5.942
H 3.563 -11.662 5.291
H 4.310 -12.220 6.802
H 4.399 -9.791 6.903
H 3.075 -10.254 7.991
Br -2.890 9.989 -9.445
C -2.264 8.221 -9.965
C -3.310 7.169 -9.705
Br -3.412 6.725 -7.809
H -1.335 8.043 -9.427
H -2.053 8.295 -11.031
H -3.046 6.236 -10.201
H -4.308 7.469 -10.013
*
```

Energy relative to the best compared isomer or geometry (same formula, charge and spin), kJ/mol: 0.0
M, g mol⁻¹: 2639.5

3.
Formula: C39H75BN6S3SbSeSi4V
Source: the Open Molecules 2025 dataset
Level of theory: ωB97M-V/def2-TZVPD

Geometry as ORCA input:
```
! wB97M-V def2-TZVPD RIJCOSX def2/J DEFGRID3
* xyz 1 2
V 0.454 1.189 -0.260
C 2.515 -1.973 -3.904
C 1.578 -2.375 -2.820
C 1.193 -3.675 -2.621
C 0.353 -3.997 -1.526
N -0.068 -3.081 -0.704
N 0.264 -1.809 -0.897
B -0.195 -0.801 0.156
N 0.350 -1.223 1.534
N -0.362 -2.097 2.237
C 0.082 -2.521 3.388
C 1.333 -2.102 3.900
C 2.055 -1.157 3.214
C 3.339 -0.597 3.722
C 1.507 -0.692 1.999
S 2.178 0.572 1.102
C -0.788 -3.484 4.163
C -0.078 -4.844 4.234
C -1.037 -2.956 5.580
C -2.139 -3.610 3.460
N -1.697 -0.717 0.310
N -2.494 -1.672 -0.139
C -3.701 -1.797 0.347
C -4.158 -0.939 1.374
C -3.366 0.092 1.812
C -3.800 1.033 2.881
C -2.098 0.225 1.207
S -1.029 1.496 1.546
C -4.584 -2.919 -0.164
C -6.032 -2.430 -0.315
C -4.068 -3.401 -1.520
C -4.579 -4.094 0.826
C 1.070 -1.412 -1.915
S 1.464 0.225 -2.044
C -0.064 -5.425 -1.275
C 1.182 -6.316 -1.197
C -0.971 -5.881 -2.425
C -0.824 -5.530 0.044
H 2.777 -2.834 -4.512
H 3.426 -1.546 -3.482
H 2.056 -1.213 -4.533
H 1.536 -4.438 -3.297
H 1.704 -2.497 4.833
H 3.699 -1.178 4.567
H 3.195 0.436 4.045
H 4.091 -0.599 2.934
H 0.887 -4.758 4.728
H 0.081 -5.244 3.235
H -0.684 -5.549 4.797
H -0.121 -2.871 6.157
H -1.701 -3.643 6.099
H -1.516 -1.980 5.543
H -1.994 -3.889 2.423
H -2.650 -2.649 3.477
H -2.760 -4.348 3.962
H -5.135 -1.073 1.807
H -4.745 0.714 3.314
H -3.919 2.032 2.464
H -3.050 1.098 3.672
H -6.065 -1.460 -0.807
H -6.534 -2.354 0.647
H -6.592 -3.141 -0.918
H -4.244 -2.644 -2.281
H -4.579 -4.316 -1.813
H -2.999 -3.588 -1.469
H -4.882 -3.782 1.822
H -3.600 -4.558 0.890
H -5.285 -4.845 0.478
H 1.686 -6.392 -2.156
H 0.890 -7.316 -0.884
H 1.890 -5.912 -0.476
H -0.448 -5.859 -3.378
H -1.845 -5.237 -2.496
H -1.309 -6.896 -2.239
H -0.169 -5.297 0.880
H -1.205 -6.541 0.160
H -1.654 -4.833 0.061
C -4.342 2.381 -2.025
Si -2.985 3.562 -1.411
C -3.275 4.130 0.394
C -2.858 5.066 -2.569
Se -0.990 2.386 -1.660
H -5.247 2.938 -2.241
H -4.581 1.607 -1.301
H -4.026 1.899 -2.945
H -4.279 3.862 0.713
H -3.172 5.209 0.460
H -2.569 3.684 1.091
H -3.708 5.720 -2.413
H -2.873 4.747 -3.606
H -1.954 5.638 -2.400
C 2.814 2.352 -4.519
Si 2.378 3.952 -3.544
C 3.800 5.242 -3.644
C 0.705 4.729 -4.056
Sb 2.223 3.151 -0.932
Si 4.769 2.560 -0.581
C 5.320 2.057 1.183
C 5.663 4.222 -0.892
C 5.201 1.192 -1.858
Si 1.747 4.997 0.938
C 1.961 4.018 2.578
C -0.037 5.603 0.608
C 2.989 6.442 0.759
H 2.666 2.484 -5.586
H 2.174 1.538 -4.184
H 3.848 2.056 -4.355
H 3.619 5.922 -4.468
H 4.756 4.765 -3.826
H 3.890 5.830 -2.739
H 0.673 4.920 -5.124
H 0.519 5.667 -3.542
H -0.109 4.052 -3.808
H 5.464 2.940 1.799
H 6.271 1.533 1.140
H 4.599 1.410 1.672
H 4.995 5.064 -0.769
H 6.091 4.286 -1.882
H 6.475 4.340 -0.183
H 4.294 0.721 -2.233
H 5.817 0.419 -1.409
H 5.753 1.600 -2.698
H 1.189 3.252 2.662
H 1.890 4.662 3.450
H 2.929 3.517 2.599
H -0.660 4.753 0.340
H -0.067 6.311 -0.217
H -0.474 6.080 1.480
H 3.996 6.155 1.039
H 2.692 7.262 1.404
H 3.020 6.816 -0.259
*
```

M, g mol⁻¹: 1099.1

| no. | E (eV) |
| --- | --- |
| 1 | -186808.7226 |
| 2 | -1745997.1095 |
| 3 | -212867.3948 |